{"formula": "C34H32BrF10N11O6Ti", "method": "ωB97M-V/def2-TZVPD", "multiplicity": 1, "relative_energy_kj_mol": 118.0, "fmax_ev_per_a": 2.2, "homo_ev": [-5.69, -5.74], "symbols": ["Ti", "C", "N", "C", "C", "N", "C", "C", "F", "C", "F", "C", "F", "C", "F", "C", "F", "C", "C", "N", "C", "C", "F", "C", "F", "C", "F", "C", "F", "C", "F", "H", "H", "H", "H", "H", "H", "H", "H", "H", "H", "H", "N", "N", "C", "N", "N", "N", "O", "O", "H", "H", "H", "H", "H", "C", "O", "C", "C", "C", "Br", "C", "C", "C", "O", "C", "N", "C", "C", "C", "C", "C", "C", "N", "H", "H", "H", "H", "H", "H", "H", "H", "H", "H", "H", "N", "C", "C", "O", "O", "H", "H", "H", "H", "H"], "xyz": [[0.8747, -1.0303, 0.8866], [-1.8097, 0.7193, 2.0457], [-0.8603, -0.3315, 2.4549], [-1.6286, -1.5720, 2.6751], [-0.7139, -2.7629, 2.8073], [0.1125, -2.8255, 1.6014], [0.7187, -4.0402, 1.3525], [1.1393, -4.9765, 2.3090], [1.0287, -4.7105, 3.6235], [1.7492, -6.1737, 1.9766], [2.1408, -7.0014, 2.9469], [1.9895, -6.5087, 0.6575], [2.5896, -7.6569, 0.3399], [1.5978, -5.6166, -0.3211], [1.7884, -5.8980, -1.6121], [0.9771, -4.4435, 0.0404], [0.5673, -3.6378, -0.9752], [-0.1895, 0.1461, 3.6863], [1.2610, -0.2784, 3.7569], [1.8070, -0.0502, 2.4270], [3.1580, 0.1892, 2.3107], [3.6084, 0.8570, 1.1611], [2.6832, 1.3089, 0.2831], [4.9267, 1.1489, 0.8986], [5.2580, 1.7948, -0.2237], [5.9022, 0.7967, 1.8159], [7.1878, 1.0680, 1.5841], [5.5090, 0.1616, 2.9770], [6.4285, -0.2015, 3.8723], [4.1753, -0.1324, 3.2154], [3.9047, -0.8108, 4.3451], [-2.5183, 0.9230, 2.8587], [-2.3574, 0.4002, 1.1643], [-1.2594, 1.6299, 1.8217], [-2.2673, -1.7152, 1.8015], [-2.2715, -1.4690, 3.5591], [-1.3345, -3.6602, 2.9067], [-0.1290, -2.6908, 3.7267], [-0.7539, -0.1609, 4.5740], [-0.1943, 1.2354, 3.6438], [1.3800, -1.3142, 4.0850], [1.7562, 0.3479, 4.5037], [0.9013, 0.7397, -2.6760], [2.1524, 0.2131, -3.1459], [2.5003, -0.9900, -2.4672], [2.8142, -2.0554, -3.2974], [2.3366, -1.0659, -1.1807], [2.8811, -2.0545, -0.4856], [3.6258, -3.0021, -0.9303], [2.4824, -2.0157, 0.7755], [0.6646, 1.5355, -3.2568], [0.9701, 1.0677, -1.7140], [2.8922, 0.9025, -3.0284], [3.1871, -1.7778, -4.1909], [3.3315, -2.7776, -2.7907], [1.3693, 3.7214, 2.2153], [0.5477, 3.1419, 1.2169], [-0.4606, 3.8956, 0.7230], [-0.7690, 5.1800, 1.1325], [-1.8576, 5.8321, 0.5574], [-2.2551, 7.5965, 1.1171], [-2.6491, 5.2227, -0.3831], [-2.3500, 3.9156, -0.7872], [-1.2397, 3.2705, -0.2652], [-0.8152, 2.0364, -0.6746], [-3.2159, 3.2849, -1.7965], [-3.7095, 3.9122, -2.8265], [-4.4404, 2.9570, -3.5165], [-5.1708, 3.0711, -4.6986], [-5.8073, 1.9423, -5.1740], [-5.7314, 0.7153, -4.4947], [-5.0102, 0.5822, -3.3236], [-4.3655, 1.7237, -2.8597], [-3.5631, 1.9522, -1.7584], [1.8881, 4.6043, 1.8332], [2.0921, 2.9585, 2.4874], [0.7834, 3.9962, 3.0972], [-0.1779, 5.6818, 1.8833], [-3.5017, 5.7211, -0.8197], [-1.4998, 1.6368, -1.2260], [-5.2331, 4.0198, -5.2140], [-6.3827, 1.9997, -6.0884], [-6.2555, -0.1422, -4.8959], [-4.9628, -0.3547, -2.7836], [-3.4617, 1.2943, -0.9965], [-0.2543, -1.6916, -3.0794], [-1.5821, -1.8046, -2.4182], [-1.5980, -1.0035, -1.1163], [-2.6549, -0.4706, -0.8028], [-0.4911, -0.9677, -0.4902], [-0.2806, -1.9782, -4.0546], [0.4479, -2.2682, -2.6082], [0.0878, -0.6954, -3.0056], [-1.7918, -2.8502, -2.1979], [-2.3496, -1.4162, -3.0828]]}